1.
The following is a quantum chemistry calculation of C47H33Cl5CsN2O2P2S2 as an isolated structure, from the OMol25 dataset.

Each line ends with the Löwdin charge.
Geometry (Å):
Cs1 -0.577 -1.582 -1.738  0.92
O1 0.381 3.532 -1.587  -0.50
S1 0.975 2.350 -0.900  0.91
C1 2.679 2.821 -0.526  -0.40
C2 2.945 4.186 -0.506  -0.08
C3 4.231 4.625 -0.263  -0.07
C4 5.246 3.699 -0.043  -0.07
C5 4.974 2.344 -0.085  -0.08
C6 3.683 1.871 -0.335  -0.35
P1 3.262 0.066 -0.478  1.10
C7 3.881 -0.568 1.128  -0.37
C8 4.204 -1.921 1.250  -0.10
C9 4.517 -2.467 2.485  -0.07
C10 4.500 -1.673 3.625  -0.09
C11 4.192 -0.326 3.515  -0.08
C12 3.893 0.223 2.275  -0.09
C13 4.586 -0.455 -1.648  -0.35
C14 5.900 -0.768 -1.298  -0.10
C15 6.823 -1.129 -2.267  -0.09
C16 6.450 -1.179 -3.604  -0.10
C17 5.146 -0.876 -3.965  -0.08
C18 4.222 -0.527 -2.991  -0.09
C19 0.317 2.385 0.796  -0.37
C20 1.068 2.758 1.903  -0.08
C21 0.492 2.772 3.164  -0.07
C22 -0.842 2.436 3.316  -0.07
C23 -1.599 2.082 2.209  -0.08
C24 -1.039 2.039 0.934  -0.40
P2 -1.970 1.423 -0.535  1.01
C25 -2.701 2.963 -1.203  -0.38
C26 -2.824 4.137 -0.465  -0.08
C27 -3.384 5.270 -1.037  -0.09
C28 -3.831 5.237 -2.351  -0.10
C29 -3.714 4.069 -3.090  -0.08
C30 -3.145 2.939 -2.522  -0.10
C31 -3.415 0.604 0.243  -0.39
C32 -4.722 0.926 -0.115  -0.09
C33 -5.786 0.164 0.345  -0.08
C34 -5.562 -0.931 1.166  -0.10
C35 -4.265 -1.262 1.528  -0.08
C36 -3.200 -0.504 1.064  -0.12
H1 2.132 4.875 -0.707  0.11
H2 4.448 5.686 -0.249  0.10
H3 6.257 4.038 0.150  0.10
H4 5.773 1.634 0.077  0.10
H5 4.184 -2.557 0.374  0.11
H6 4.749 -3.522 2.558  0.11
H7 4.719 -2.106 4.593  0.10
H8 4.172 0.301 4.398  0.10
H9 3.649 1.275 2.207  0.09
H10 6.198 -0.749 -0.258  0.10
H11 7.837 -1.377 -1.978  0.10
H12 7.170 -1.467 -4.359  0.10
H13 4.844 -0.923 -5.004  0.10
H14 3.197 -0.309 -3.271  0.10
H15 2.106 3.038 1.793  0.10
H16 1.093 3.043 4.024  0.10
H17 -1.300 2.445 4.297  0.11
H18 -2.640 1.818 2.336  0.11
H19 -2.471 4.173 0.557  0.10
H20 -3.466 6.181 -0.458  0.10
H21 -4.267 6.123 -2.798  0.09
H22 -4.062 4.035 -4.115  0.10
H23 -3.064 2.023 -3.096  0.05
H24 -4.913 1.758 -0.779  0.10
H25 -6.792 0.415 0.034  0.10
H26 -6.393 -1.538 1.505  0.10
H27 -4.073 -2.120 2.160  0.10
H28 -2.193 -0.780 1.354  0.05
Cl1 0.172 -5.395 4.069  0.63
C37 0.650 -4.567 2.629  -0.73
C38 0.334 -3.225 2.441  -0.70
Cl2 -0.528 -2.370 3.672  0.67
C39 0.704 -2.568 1.278  -0.59
Cl3 0.420 -0.862 1.119  0.65
C40 1.415 -3.203 0.211  -0.63
O2 1.756 -2.604 -0.844  -0.37
C41 1.728 -4.578 0.463  -0.62
Cl4 2.636 -5.385 -0.765  0.69
C42 1.364 -5.229 1.625  -0.71
Cl5 1.797 -6.887 1.855  0.65
C43 -7.803 -2.947 -1.576  -0.04
C44 -6.302 -3.024 -1.613  -0.38
C45 -5.611 -4.087 -1.041  -0.05
C46 -4.230 -4.011 -1.110  -0.17
N1 -3.580 -3.013 -1.682  -0.01
C47 -4.328 -2.022 -2.254  -0.89
S2 -3.522 -0.737 -3.058  0.38
N2 -5.683 -2.018 -2.208  0.08
H29 -8.241 -3.819 -1.089  0.07
H30 -8.194 -2.867 -2.590  0.08
H31 -8.109 -2.047 -1.039  0.07
H32 -6.116 -4.915 -0.564  0.09
H33 -3.614 -4.790 -0.666  0.10

Results
Charge: -1


2.
The following is a quantum chemistry calculation of C47H34BrF4N3O2PTa as an isolated structure, from the OMol25 dataset.

Each line ends with the Löwdin charge.
Geometry (Å):
Ta1 10.994 9.409 12.456  1.62
O1 9.698 8.631 13.727  -0.34
C1 9.725 7.842 14.816  -0.28
C2 8.717 7.905 15.798  0.02
C3 8.862 7.059 16.901  -0.03
C4 9.888 6.113 16.973  -0.05
C5 10.823 6.031 15.958  -0.01
C6 10.798 6.915 14.865  -0.17
C7 11.527 6.574 13.696  -0.05
N1 11.699 7.312 12.650  -0.10
C8 12.250 6.673 11.416  -0.14
C9 11.103 6.876 10.484  -0.19
N2 10.967 8.345 10.432  -0.11
C10 10.751 8.909 9.263  -0.05
C11 10.722 10.306 8.952  -0.16
C12 10.331 10.727 7.632  -0.01
C13 10.277 12.025 7.282  -0.05
C14 10.593 12.970 8.280  -0.02
C15 10.918 12.614 9.579  0.00
C16 11.008 11.250 9.914  -0.31
O2 11.270 10.900 11.210  -0.38
H1 7.864 8.554 15.672  0.11
H2 8.114 7.231 17.686  0.13
H3 9.864 5.522 17.849  0.10
H4 11.573 5.213 16.055  0.14
H5 11.971 5.595 13.560  0.15
H6 12.443 5.602 11.526  0.14
H7 13.096 7.235 11.055  0.12
H8 10.089 6.439 10.781  0.16
H9 11.246 6.515 9.448  0.13
H10 10.457 8.258 8.416  0.15
H11 10.075 9.963 6.916  0.12
H12 10.185 12.375 6.236  0.14
H13 10.646 14.015 7.957  0.13
H14 11.009 13.387 10.321  0.11
F1 6.445 14.802 10.312  0.19
C17 7.268 14.145 11.084  -0.12
C18 7.931 14.733 12.111  -0.13
F2 7.599 16.001 12.454  0.15
C19 8.776 14.061 12.886  -0.20
F3 9.299 14.725 13.931  0.14
C20 8.987 12.708 12.658  -0.27
P1 10.196 11.757 13.731  1.08
C21 9.364 11.472 15.282  -0.37
C22 10.091 11.010 16.361  -0.10
C23 9.464 10.724 17.608  -0.05
C24 8.082 10.814 17.746  -0.06
C25 7.354 11.085 16.577  -0.08
C26 7.954 11.495 15.393  -0.06
C27 11.567 12.859 14.077  -0.33
C28 12.447 13.311 13.040  -0.09
C29 13.332 14.329 13.210  -0.06
C30 13.462 14.910 14.485  -0.03
C31 12.557 14.579 15.523  -0.04
C32 11.675 13.562 15.274  -0.11
C33 8.313 12.059 11.663  -0.51
Br1 8.270 10.134 11.470  0.98
C34 7.548 12.792 10.790  -0.24
F4 6.931 12.193 9.787  0.11
H15 11.140 10.993 16.262  0.07
H16 10.081 10.455 18.486  0.12
H17 7.503 10.660 18.735  0.15
H18 6.302 11.138 16.718  0.10
H19 7.290 11.863 14.625  0.11
H20 12.341 12.903 12.060  0.07
H21 14.041 14.587 12.432  0.12
H22 14.192 15.661 14.596  0.10
H23 12.621 15.129 16.475  0.13
H24 10.961 13.400 16.063  0.10
N3 12.578 9.700 13.313  -0.07
C35 13.744 9.894 13.753  -0.25
C36 13.966 10.096 15.191  -0.17
C37 14.866 11.059 15.598  -0.03
C38 15.008 11.349 16.941  -0.06
C39 14.455 10.522 17.906  -0.03
C40 13.562 9.457 17.519  -0.04
C41 13.239 9.337 16.168  -0.02
C42 14.906 9.880 12.874  -0.15
C43 16.203 9.444 13.223  0.01
C44 17.173 9.297 12.222  -0.03
C45 16.895 9.758 10.943  -0.06
C46 15.709 10.327 10.640  -0.07
C47 14.689 10.311 11.545  -0.01
H25 15.364 11.612 14.850  0.12
H26 15.636 12.134 17.293  0.11
H27 14.766 10.665 18.959  0.12
H28 13.146 8.774 18.289  0.12
H29 12.558 8.557 15.844  0.09
H30 16.377 9.170 14.268  0.13
H31 18.166 8.861 12.402  0.13
H32 17.699 9.688 10.213  0.13
H33 15.626 10.803 9.717  0.10
H34 13.711 10.647 11.258  0.09

Results
Charge: +2


| no. | calculated total energy (hartree) | HOMO-LUMO gap (eV) |
| --- | --- | --- |
| 1 | -5871.1396 | 6.4 |
| 2 | -5497.6072 | 6.8 |